Density functional theory data (ωB97M-V/def2-TZVPD) for 2 unconnected molecules or ions with the total composition C2H8O2.

SMILES: CO.CO
Kohn-Sham gap, eV: 11.03
F_max, eV/Å: 0.79
HOMO level, eV: -10.158
Energy above the lowest of the compared OMol25 structures with the same formula, charge and spin, kcal per mole: 19.38
Molar mass, g mol⁻¹: 64.1
Spin multiplicity: 1

Positions of all 12 atoms, in Å:
C  0.23612  -1.64794  -0.42396
O  1.18291  -2.13882  -1.35909
H  -0.03940  -0.66912  -0.80400
H  -0.60578  -2.32492  -0.28683
H  0.67723  -1.41490  0.55450
H  1.56104  -2.97725  -1.08524
C  -0.19795  1.89053  0.71848
O  -1.23690  1.24857  -0.01787
H  0.40103  2.51484  0.04870
H  -0.55970  2.43234  1.59590
H  0.50330  1.16387  1.13891
H  -1.92189  1.92279  -0.07949